Entry 1:
{
  "formula": "C25H21Br3N4O8",
  "method": "ωB97M-V/def2-TZVPD",
  "species": ["C", "C", "C", "C", "C", "C", "C", "C", "O", "O", "C", "Br", "C", "H", "C", "H", "C", "Br", "C", "H", "N", "H", "C", "C", "C", "H", "C", "C", "H", "O", "H", "H", "H", "C", "O", "H", "H", "N", "H", "H", "N", "C", "H", "O", "C", "C", "C", "O", "H", "H", "N", "C", "O", "H", "O", "H", "C", "Br", "H", "H", "H"],
  "xyz": [[5.023, -2.406, -3.818], [3.735, -2.318, -1.294], [0.968, 0.031, 4.164], [-0.189, 4.404, -4.109], [-1.213, 1.214, 5.337], [4.023, -1.455, -3.572], [0.600, 4.417, -6.329], [-3.690, -1.859, 4.231], [-2.729, -4.275, 3.744], [-1.037, 2.949, -1.922], [-3.167, -1.282, 1.924], [0.306, -3.747, 0.198], [5.376, -3.315, -2.765], [-3.964, 0.568, 1.213], [-1.179, 1.104, 3.971], [6.074, -4.134, -2.859], [0.457, 3.013, -6.331], [-0.324, -0.544, -0.247], [4.698, -3.222, -1.531], [5.384, -2.365, -4.835], [-0.484, 2.281, -2.833], [-2.632, -1.618, 1.048], [0.019, 0.857, 6.128], [1.098, 0.279, 5.509], [-0.108, -2.288, -1.200], [2.760, -0.593, -2.076], [-0.035, 0.550, 3.360], [0.191, 2.263, -5.200], [0.334, 6.214, -5.116], [4.092, -0.428, -5.599], [3.240, -2.127, -0.354], [-0.212, 0.247, 2.339], [-2.004, 1.275, 3.295], [0.327, 5.136, -5.180], [-3.478, 1.858, 5.431], [-4.883, -0.370, 5.273], [-3.798, -2.465, 5.119], [-2.728, -3.591, 2.718], [0.784, -2.173, -1.815], [-0.147, 1.238, -5.165], [3.463, -0.564, -4.552], [-4.431, -0.627, 4.327], [-0.359, 5.055, -3.265], [-2.611, -3.976, 1.550], [-0.203, 2.973, -4.100], [-3.120, -2.227, 2.970], [-4.469, 0.278, 3.254], [2.492, 0.130, -4.186], [4.851, -3.980, -0.777], [0.404, 2.536, -7.298], [-2.412, 1.664, 6.094], [-3.834, -0.052, 2.088], [-0.179, 1.020, -2.745], [0.772, 4.938, -7.260], [-2.210, 1.887, 7.292], [1.821, -0.348, 3.622], [3.510, -1.344, -2.277], [-1.746, -2.991, -2.213], [1.924, 0.090, 6.178], [-5.157, 1.110, 3.265], [0.006, 1.106, 7.179]],
  "nbo_charge": [-0.1770, -0.2173, -0.1752, -0.1774, 0.0235, 0.0075, -0.1695, -0.1787, -0.3755, -0.3597, -0.1820, 0.0374, -0.2069, 0.2264, -0.1832, 0.2299, -0.2016, 0.0903, -0.1793, 0.2479, 0.4958, 0.2470, -0.1602, -0.2270, -0.3962, 0.2453, -0.2069, -0.1748, 0.2253, -0.3631, 0.2318, 0.2258, 0.2489, -0.2117, -0.3926, 0.2285, 0.2438, 0.5123, 0.2104, 0.2549, 0.5128, -0.1992, 0.2399, -0.3688, 0.0354, 0.0137, -0.1732, -0.3782, 0.2201, 0.2219, 0.5128, -0.2341, -0.4010, 0.2196, -0.3568, 0.2147, -0.1732, 0.0766, 0.2316, 0.2287, 0.2402],
  "smiles": "O=[N+]([O-])c1ccccc1.O=[N+]([O-])c1ccccc1.O=[N+]([O-])c1ccccc1.O=[N+]([O-])c1ccccc1.BrC(Br)Br",
  "e_above_lowest_ev": 3.196,
  "charge": 0,
  "total_energy_ev": -258718.7805
}


Entry 2:
{
  "formula": "C39H64BrFN2O9",
  "method": "ωB97M-V/def2-TZVPD",
  "species": ["O", "H", "H", "C", "H", "C", "H", "H", "H", "H", "C", "C", "Br", "H", "H", "H", "H", "C", "H", "H", "H", "N", "H", "H", "C", "H", "H", "H", "H", "H", "H", "H", "C", "C", "H", "H", "C", "H", "C", "C", "H", "H", "C", "C", "H", "H", "C", "C", "C", "C", "H", "C", "O", "H", "H", "O", "C", "C", "H", "C", "C", "N", "O", "H", "H", "H", "F", "H", "H", "H", "C", "C", "O", "H", "C", "H", "C", "H", "C", "C", "H", "H", "C", "H", "H", "H", "C", "O", "C", "H", "O", "C", "H", "C", "H", "H", "H", "H", "H", "H", "H", "H", "H", "H", "O", "O", "H", "H", "H", "C", "C", "C", "C", "H", "C", "C"],
  "xyz": [[-0.086, 6.047, -1.825], [-4.281, 1.170, 1.411], [-3.146, -1.147, 1.085], [-0.759, -6.151, -1.488], [-7.562, 0.413, -2.388], [-0.104, 1.589, 1.526], [-1.130, -11.635, 1.031], [3.881, 10.641, -4.150], [2.457, -0.047, -0.404], [6.266, 0.504, 7.103], [-8.683, -1.421, -2.365], [-7.887, -0.374, -0.410], [5.026, 1.360, 1.453], [-9.223, 0.635, -1.818], [1.006, -11.067, 2.057], [7.012, -2.094, 6.824], [-4.440, 1.321, -0.384], [-3.862, -0.774, 0.291], [6.746, -2.352, 4.113], [-1.269, -9.364, -0.491], [2.520, -9.634, 0.888], [-3.306, -1.231, -0.994], [1.147, -7.195, -1.121], [1.750, 5.969, -2.792], [5.806, -0.286, 6.508], [-2.482, 1.764, -1.744], [1.809, -2.341, 0.155], [0.076, 2.543, -1.927], [2.112, -10.347, -0.686], [2.872, -2.408, 1.630], [-0.970, -9.229, 1.254], [2.266, 11.216, -3.688], [-0.378, -11.141, 0.414], [0.656, -6.246, -0.927], [-3.149, 0.447, 2.871], [5.883, 1.004, 4.766], [1.949, 2.456, 0.481], [-7.894, -3.303, -1.586], [0.435, 2.064, 0.221], [1.084, 1.643, 2.551], [3.155, 10.012, -6.338], [0.296, 10.031, -5.304], [1.350, 6.054, -1.779], [1.627, 8.480, -4.628], [-1.400, 6.715, -0.368], [3.167, 0.059, 2.631], [2.366, 10.438, -5.711], [3.190, 0.614, 1.657], [2.215, -1.741, 1.018], [0.593, 7.588, -0.158], [0.703, 6.972, 0.740], [2.811, 10.457, -4.260], [5.278, -0.900, 4.280], [2.125, 11.430, -6.095], [-0.973, 7.889, -1.631], [2.630, 3.199, -0.156], [-7.588, -2.267, -1.741], [-1.782, 1.724, -0.874], [-1.621, -4.343, -2.373], [6.781, -1.356, 6.056], [-0.941, -4.641, -1.573], [2.226, 1.726, 1.687], [0.703, -9.059, 0.073], [1.318, -1.379, 1.589], [0.789, 8.038, -4.084], [-7.168, 0.356, -0.032], [-0.086, -0.880, 3.457], [-0.801, -6.593, -2.488], [-8.724, -0.438, 0.294], [0.487, 8.628, 0.153], [6.059, -1.952, 4.861], [-2.078, 0.747, 3.045], [0.343, -4.080, -1.815], [4.232, 0.593, 5.275], [1.759, 7.345, -1.096], [1.521, -12.180, 0.781], [-3.856, 0.825, 0.432], [2.146, -4.651, -1.009], [1.710, -10.056, 0.291], [-2.326, 1.258, 0.415], [-1.512, -6.641, -0.870], [-0.407, -11.590, -0.584], [-0.367, 2.154, -0.983], [-6.681, -2.259, -2.355], [-1.307, -4.222, -0.629], [-4.861, -1.221, 0.522], [-0.586, -9.641, 0.314], [1.067, 1.626, 3.748], [1.335, -5.073, -1.608], [5.007, -0.739, 7.102], [-7.270, -1.666, -0.478], [-1.386, -0.493, 3.689], [3.981, -0.793, 0.171], [1.028, -11.227, 0.975], [7.718, -0.892, 5.734], [5.374, -2.749, 5.168], [-8.687, -1.466, -3.455], [1.819, 8.153, -1.831], [2.209, 7.674, -5.087], [-9.662, -1.753, -2.006], [1.738, -5.363, -2.585], [0.634, -6.088, 0.156], [-2.119, 1.649, 3.708], [-2.287, -1.132, -1.002], [-2.012, -1.134, 4.469], [2.484, 9.174, -3.709], [1.671, 5.180, -1.203], [-3.721, -0.730, -1.781], [0.938, 9.044, -6.625], [5.252, 0.214, 5.187], [-1.505, 1.194, 1.663], [1.180, 9.496, -5.663], [-8.371, -0.045, -1.811], [2.723, 7.272, -0.591], [-0.583, 7.095, -0.984], [2.966, -0.438, 0.513]],
  "lowdin_charge": [-0.1530, 0.0988, 0.1118, -0.1651, 0.1134, 0.0104, 0.1139, 0.1177, 0.1138, 0.1135, -0.1767, -0.2057, 0.6925, 0.1136, 0.1158, 0.1121, 0.1057, -0.2515, 0.1167, 0.1154, 0.1192, -0.0034, 0.0951, 0.1120, -0.1755, 0.1084, 0.0681, 0.1181, 0.1191, 0.0845, 0.1209, 0.1184, -0.1750, -0.1765, 0.1107, 0.1077, -0.3563, 0.1178, -0.0358, -0.3368, 0.1152, 0.1161, -0.1958, -0.2035, 0.1132, 0.1105, -0.1771, -0.5992, -0.0811, -0.1704, 0.1131, -0.1986, -0.1737, 0.1128, 0.1123, 0.1283, -0.2008, -0.0081, 0.1153, -0.1780, -0.2140, -0.0265, -0.1700, 0.0564, 0.1131, 0.1071, 0.0757, 0.1160, 0.1186, 0.1120, -0.2052, -0.0244, -0.1508, 0.1176, -0.1628, 0.1135, -0.1404, 0.1089, -0.1976, -0.1369, 0.1078, 0.1157, 0.0233, 0.1162, 0.1147, 0.1008, -0.2008, 0.1415, -0.2156, 0.1155, -0.1540, -0.3955, 0.0858, -0.1759, 0.1151, 0.1167, 0.1137, 0.0875, 0.1219, 0.1153, 0.1177, 0.1201, 0.1488, 0.0676, 0.1502, -0.1607, 0.0927, 0.0649, 0.1141, -0.2146, -0.0740, -0.1731, -0.1766, 0.1199, -0.2093, -0.2523],
  "smiles": "CC[C@@H](Br)N1C(=O)c2ccc(CCN)c(CC(=O)F)c2C1=O.C1CCOC1.C1CCOC1.C1CCOC1.C1CCOC1.C1CCOC1.C1CCOC1",
  "charge": 0,
  "total_energy_ev": -135644.5718
}


Entry 3:
{
  "formula": "C3H6O2S",
  "method": "ωB97M-V/def2-TZVPD",
  "species": ["H", "H", "H", "S", "H", "H", "H", "C", "C", "O", "C", "O"],
  "xyz": [[-0.223, 1.500, -1.048], [-1.080, 0.076, -1.739], [0.278, -1.519, -0.771], [-1.757, 0.469, 0.424], [2.017, -0.889, 2.190], [1.209, -0.253, -1.469], [-0.779, 0.507, 1.447], [-0.580, 0.447, -0.916], [0.519, -0.426, -0.747], [1.996, -2.171, 0.703], [1.753, -1.018, 1.137], [1.025, -0.030, 0.498]],
  "nbo_charge": [0.2162, 0.2306, 0.2112, -0.0487, 0.1486, 0.1912, 0.1498, -0.5413, -0.0950, -0.5813, 0.6282, -0.5095],
  "smiles": "O=COCCS",
  "e_above_lowest_ev": 1.690,
  "charge": 0,
  "total_energy_ev": -18137.2574
}


Q: Which formula does entry 3 have?
A: C3H6O2S